{"formula": "C22H46N5O4S4", "method": "ωB97M-V with the def2-TZVPD basis set", "elements": ["C", "C", "C", "C", "C", "C", "C", "C", "N", "C", "N", "C", "C", "C", "C", "S", "C", "N", "N", "C", "O", "C", "N", "H", "H", "H", "H", "H", "H", "H", "H", "H", "H", "H", "H", "H", "H", "H", "H", "H", "H", "H", "H", "H", "H", "H", "H", "H", "H", "H", "H", "C", "S", "O", "C", "H", "H", "H", "H", "H", "H", "C", "S", "O", "C", "H", "H", "H", "H", "H", "H", "C", "S", "O", "C", "H", "H", "H", "H", "H", "H"], "xyz": [[4.602, 3.497, -0.192], [4.215, 4.984, 0.166], [2.881, 5.094, 1.018], [1.774, 5.986, 0.331], [0.469, 5.192, -0.037], [-0.323, 4.739, 1.239], [-1.782, 4.229, 0.877], [-2.137, 2.889, 1.628], [-1.790, 1.751, 0.730], [-1.086, 0.726, 1.297], [-0.904, -0.094, 0.231], [-0.117, -1.339, 0.473], [1.242, -1.178, -0.353], [1.375, -2.248, -1.491], [2.572, -1.851, -2.424], [2.024, -0.568, -3.648], [2.016, -1.350, -5.260], [2.998, -1.582, -6.107], [2.444, -2.204, -7.190], [1.154, -2.319, -6.945], [0.801, -1.809, -5.722], [-1.478, 0.398, -0.929], [-2.018, 1.569, -0.544], [5.458, 3.561, -0.909], [3.735, 2.947, -0.622], [5.009, 2.973, 0.710], [4.136, 5.522, -0.814], [5.046, 5.485, 0.726], [2.534, 4.052, 1.233], [3.177, 5.545, 2.000], [1.570, 6.867, 0.985], [2.204, 6.365, -0.624], [0.791, 4.312, -0.654], [-0.159, 5.866, -0.665], [0.234, 3.952, 1.799], [-0.465, 5.637, 1.891], [-1.806, 4.103, -0.235], [-2.563, 4.983, 1.121], [-3.200, 2.810, 1.942], [-1.462, 2.796, 2.513], [-0.747, 0.599, 2.340], [0.120, -1.438, 1.561], [-0.690, -2.248, 0.169], [2.064, -1.210, 0.398], [1.239, -0.178, -0.863], [0.450, -2.283, -2.120], [1.560, -3.236, -1.004], [3.420, -1.438, -1.834], [2.936, -2.771, -2.937], [0.416, -2.797, -7.606], [-1.459, -0.092, -1.913], [-7.142, 0.839, 3.665], [-5.743, 0.359, 2.639], [-4.511, 0.943, 3.256], [-6.184, 1.395, 1.232], [-7.052, 0.333, 4.626], [-7.135, 1.918, 3.820], [-8.069, 0.533, 3.180], [-6.239, 2.439, 1.544], [-7.144, 1.071, 0.829], [-5.415, 1.283, 0.468], [-4.066, -5.388, 1.440], [-3.718, -3.799, 0.671], [-2.550, -3.987, -0.241], [-3.106, -2.995, 2.165], [-4.428, -6.069, 0.671], [-3.156, -5.793, 1.885], [-4.835, -5.262, 2.203], [-2.257, -3.552, 2.565], [-3.905, -2.946, 2.906], [-2.790, -1.984, 1.910], [5.306, -5.560, 0.687], [5.564, -5.245, -1.068], [5.695, -3.771, -1.243], [3.899, -5.704, -1.583], [6.221, -5.302, 1.220], [4.484, -4.946, 1.058], [5.085, -6.617, 0.839], [3.166, -5.081, -1.068], [3.725, -6.756, -1.357], [3.817, -5.547, -2.658]], "lowdin_charge": [-0.13, -0.25, -0.21, -0.21, -0.21, -0.19, -0.16, -0.09, -0.10, 0.04, -0.05, -0.10, -0.17, -0.26, -0.44, 0.93, -0.64, 0.05, 0.04, -0.15, 0.00, 0.01, 0.14, 0.07, 0.06, 0.07, 0.10, 0.11, 0.09, 0.11, 0.11, 0.10, 0.12, 0.11, 0.10, 0.12, 0.10, 0.12, 0.11, 0.13, 0.18, 0.13, 0.11, 0.12, 0.10, 0.11, 0.11, 0.09, 0.09, 0.14, 0.16, -0.26, 0.79, -0.58, -0.27, 0.06, 0.06, 0.06, 0.06, 0.06, 0.04, -0.26, 0.81, -0.57, -0.27, 0.06, 0.06, 0.06, 0.06, 0.06, 0.02, -0.27, 0.82, -0.56, -0.27, 0.05, 0.05, 0.05, 0.03, 0.06, 0.05], "homo_lumo_gap_ev": 8.1, "multiplicity": 1, "e_above_lowest_kcal_mol": 42.1, "total_energy_ev": -82530.6609, "homo_energy_ev": -10.759, "molar_mass_g_mol": 572.91, "max_force_ev_per_a": 3.96, "total_charge": 1}